[1]
Below is 14 unconnected molecules or ions with the total composition C22H72N20O14, with properties calculated with ωB97M-V with the def2-TZVPD basis set.

Cartesian coordinates (Å):
1 C 1.352 -3.146 3.949
2 C 0.283 -2.320 4.637
3 C -0.413 -3.044 5.776
4 O 0.767 -1.061 4.963
5 H 2.254 -3.446 4.482
6 H 1.771 -2.573 3.121
7 H 0.872 -4.026 3.521
8 H -0.545 -2.214 3.936
9 H -1.149 -2.367 6.210
10 H 0.228 -3.279 6.626
11 H -0.934 -3.984 5.590
12 H 1.495 -1.285 5.547
13 C 1.129 -0.532 -1.136
14 C -0.159 -0.112 -0.432
15 C -0.451 -1.131 0.730
16 O -0.070 1.120 0.245
17 H 1.437 -0.015 -2.044
18 H 0.975 -1.547 -1.502
19 H 1.961 -0.398 -0.444
20 H -0.944 -0.113 -1.188
21 H -0.360 -2.148 0.349
22 H -1.356 -0.762 1.214
23 H 0.312 -1.122 1.509
24 H -0.910 1.253 0.689
25 C -0.953 -1.680 -6.577
26 C -1.903 -0.831 -5.738
27 C -2.185 -1.338 -4.299
28 O -1.311 0.430 -5.662
29 H -0.636 -1.247 -7.526
30 H -1.353 -2.649 -6.877
31 H -0.006 -1.748 -6.043
32 H -2.843 -0.770 -6.287
33 H -1.266 -1.563 -3.758
34 H -2.654 -2.322 -4.293
35 H -2.908 -0.708 -3.781
36 H -0.722 0.491 -6.418
37 C -4.554 3.240 -2.822
38 C -3.092 3.380 -2.460
39 C -2.368 2.106 -2.412
40 O -2.378 3.916 -3.535
41 H -5.047 4.186 -3.043
42 H -5.084 2.824 -1.965
43 H -4.772 2.657 -3.717
44 H -3.055 4.022 -1.579
45 H -2.095 1.660 -3.368
46 H -2.751 1.362 -1.714
47 H -1.325 2.311 -2.168
48 H -1.597 3.391 -3.726
49 C 0.036 -5.477 -0.888
50 O -0.760 -4.642 -0.766
51 N 0.882 -5.526 -1.844
52 N 0.089 -6.625 -0.322
53 H 1.640 -6.191 -1.787
54 H 1.023 -4.596 -2.212
55 H 0.920 -7.186 -0.439
56 H -0.438 -6.910 0.491
57 C -3.084 -0.554 3.328
58 O -3.215 -1.686 3.087
59 N -2.159 0.029 3.980
60 N -3.954 0.326 2.957
61 H -1.305 -0.498 4.095
62 H -2.420 0.922 4.373
63 H -4.807 0.044 2.495
64 H -3.764 1.306 2.801
65 C -2.338 -5.208 2.500
66 O -2.261 -6.307 1.986
67 N -1.904 -4.089 2.060
68 N -3.170 -4.906 3.475
69 H -1.983 -3.337 2.730
70 H -1.604 -4.050 1.096
71 H -3.588 -5.524 4.156
72 H -3.346 -3.947 3.736
73 C 3.219 3.233 -0.651
74 O 3.148 4.452 -0.767
75 N 3.217 2.595 0.514
76 N 3.307 2.357 -1.700
77 H 3.296 1.590 0.577
78 H 3.337 3.118 1.370
79 H 3.258 2.714 -2.643
80 H 3.741 1.456 -1.555
81 C 3.981 -0.199 2.949
82 O 3.751 0.193 4.071
83 N 3.178 -0.142 1.930
84 N 5.122 -0.738 2.635
85 H 2.298 0.250 2.234
86 H 3.411 -0.534 1.029
87 H 5.449 -1.116 1.757
88 H 5.851 -0.589 3.318
89 C 0.281 5.432 0.642
90 O -0.287 5.874 1.617
91 N 0.154 4.210 0.153
92 N 1.155 6.116 0.055
93 H -0.454 3.559 0.630
94 H 0.638 3.981 -0.703
95 H 1.767 5.533 -0.498
96 H 1.320 7.073 0.333
97 C -3.153 3.130 1.024
98 O -2.182 2.414 1.219
99 N -3.244 4.439 1.258
100 N -4.239 2.702 0.585
101 H -2.420 4.807 1.712
102 H -4.054 4.884 0.852
103 H -4.995 3.372 0.610
104 H -4.485 1.754 0.340
105 C 2.825 -0.829 -5.200
106 O 2.574 -1.302 -4.120
107 N 3.432 0.279 -5.248
108 N 2.355 -1.149 -6.344
109 H 3.890 0.690 -6.050
110 H 3.688 0.663 -4.349
111 H 2.565 -0.537 -7.120
112 H 1.934 -2.060 -6.452
113 C -0.861 3.348 4.896
114 O -1.818 2.805 5.208
115 N -0.352 3.390 3.738
116 N -0.301 4.142 5.701
117 H 0.200 4.222 3.588
118 H -0.826 2.920 2.980
119 H 0.643 4.448 5.514
120 H -0.878 4.354 6.502
121 C 4.593 -1.328 -1.524
122 O 5.024 -1.081 -0.362
123 N 3.933 -2.361 -1.831
124 N 4.977 -0.642 -2.480
125 H 3.817 -3.023 -1.078
126 H 3.771 -2.537 -2.812
127 H 4.754 -0.754 -3.458
128 H 5.516 0.184 -2.261

=====

[2]
Below is 12 unconnected molecules or ions with the total composition C22H73N5O12, with properties calculated with ωB97M-V with the def2-TZVPD basis set.

Cartesian coordinates (Å):
1 O 1.035 2.256 -2.494
2 H 0.223 2.870 -2.416
3 H 1.784 2.628 -2.005
4 H 0.782 1.340 -2.073
5 C 0.047 1.333 0.539
6 C -0.019 -0.046 -0.111
7 O 0.538 -0.033 -1.405
8 H -0.463 1.233 1.510
9 H -0.607 2.069 0.068
10 H 1.068 1.674 0.716
11 H -1.096 -0.253 -0.196
12 H 0.450 -0.770 0.571
13 C 2.346 1.532 3.465
14 C 3.651 0.981 2.908
15 C 3.769 -0.521 3.100
16 O 3.870 -0.792 4.484
17 C 3.945 -2.177 4.744
18 N 3.789 1.344 1.491
19 H 1.490 0.972 3.078
20 H 2.266 2.597 3.254
21 H 2.294 1.403 4.547
22 H 4.458 1.521 3.410
23 H 4.619 -0.950 2.557
24 H 2.845 -0.963 2.694
25 H 3.051 -2.701 4.394
26 H 4.026 -2.324 5.821
27 H 4.872 -2.572 4.313
28 H 3.097 0.866 0.924
29 H 4.706 1.056 1.174
30 C 3.164 -3.241 0.851
31 C 2.987 -4.458 -0.023
32 C 2.010 -5.453 0.596
33 O 1.931 -6.611 -0.179
34 C 1.346 -7.697 0.504
35 N 2.556 -4.026 -1.356
36 H 2.313 -2.562 0.956
37 H 4.020 -2.629 0.563
38 H 3.405 -3.551 1.877
39 H 3.946 -4.979 -0.106
40 H 1.053 -4.975 0.851
41 H 2.445 -5.681 1.590
42 H 2.068 -8.165 1.181
43 H 1.034 -8.449 -0.221
44 H 0.437 -7.362 1.015
45 H 2.184 -4.800 -1.891
46 H 1.868 -3.283 -1.313
47 C -0.545 5.771 -2.727
48 C -1.614 4.685 -2.776
49 C -1.820 4.101 -4.161
50 O -2.471 5.045 -4.979
51 C -2.749 4.570 -6.270
52 N -1.245 3.585 -1.855
53 H -0.897 6.622 -3.311
54 H 0.379 5.406 -3.182
55 H -0.400 6.100 -1.698
56 H -2.561 5.127 -2.441
57 H -2.503 3.244 -4.088
58 H -0.833 3.810 -4.546
59 H -1.880 4.430 -6.920
60 H -3.445 5.284 -6.706
61 H -3.295 3.617 -6.245
62 H -2.093 3.045 -1.676
63 H -1.122 3.987 -0.923
64 C -1.304 -5.218 -0.947
65 C -2.303 -4.297 -0.256
66 C -1.696 -3.706 1.006
67 O -1.450 -4.714 1.967
68 C -0.717 -4.206 3.048
69 N -2.686 -3.224 -1.188
70 H -0.348 -4.771 -1.218
71 H -1.724 -5.665 -1.851
72 H -1.096 -6.045 -0.263
73 H -3.119 -4.973 0.035
74 H -2.391 -2.968 1.430
75 H -0.740 -3.237 0.731
76 H -0.609 -4.943 3.843
77 H -1.046 -3.230 3.412
78 H 0.340 -4.086 2.750
79 H -3.233 -3.727 -1.888
80 H -3.397 -2.622 -0.776
81 C -4.158 5.300 1.035
82 C -3.335 4.055 1.303
83 C -2.042 4.290 2.071
84 O -1.030 4.737 1.201
85 C 0.278 4.636 1.732
86 N -4.115 3.049 2.062
87 H -4.694 5.654 1.914
88 H -4.847 5.130 0.203
89 H -3.550 6.124 0.647
90 H -3.006 3.569 0.381
91 H -1.731 3.368 2.578
92 H -2.199 5.048 2.855
93 H 0.482 3.594 1.990
94 H 0.362 5.238 2.643
95 H 1.004 4.994 1.008
96 H -4.074 3.316 3.041
97 H -5.089 3.046 1.782
98 O -3.288 0.577 1.178
99 H -3.547 1.487 1.465
100 H -2.861 0.190 1.947
101 O -0.434 -2.578 -2.783
102 H -0.171 -1.749 -2.361
103 H -1.220 -2.850 -2.269
104 O 3.290 -0.443 -1.196
105 H 3.545 -1.212 -1.717
106 H 2.322 -0.523 -1.093
107 O -1.928 0.121 -3.025
108 H -1.450 0.343 -3.828
109 H -1.231 -0.135 -2.391
110 O 1.546 -0.441 -4.068
111 H 0.803 0.009 -4.476
112 H 1.377 -0.390 -3.112

=====

[3]
Below is 17 unconnected molecules or ions with the total composition C22H7BrCl64F9N3O2P, with properties calculated with ωB97M-V with the def2-TZVPD basis set.

Cartesian coordinates (Å):
1 C -3.577 -3.906 -3.715
2 N -3.276 -4.045 -2.293
3 C -3.902 -3.358 -1.407
4 N -4.882 -2.456 -1.836
5 Br -4.027 -0.794 -2.153
6 N -3.535 -3.515 -0.043
7 C -4.523 -4.240 0.736
8 F -5.646 -4.397 -0.009
9 F -4.081 -5.480 0.979
10 C -4.958 -3.554 2.062
11 F -5.421 -2.330 1.763
12 F -5.993 -4.274 2.518
13 C -3.911 -3.557 3.213
14 F -3.462 -4.790 3.462
15 F -4.574 -3.135 4.303
16 C -2.677 -2.617 3.089
17 F -3.012 -1.355 2.785
18 F -1.759 -3.096 2.229
19 F -2.111 -2.629 4.302
20 P -1.926 -5.283 -1.931
21 O -2.632 -6.487 -1.117
22 O -0.858 -4.538 -0.976
23 H -3.133 -4.757 -4.221
24 H -3.095 -3.022 -4.125
25 H -4.657 -3.922 -3.904
26 H -5.512 -2.285 -1.054
27 H -3.364 -2.589 0.348
28 H -2.319 -6.519 -0.200
29 H -1.291 -4.165 -0.187
30 C 0.057 0.894 4.786
31 Cl 0.513 2.437 4.061
32 Cl 1.478 -0.155 4.867
33 Cl -0.574 1.158 6.406
34 Cl -1.182 0.119 3.786
35 C 3.825 5.064 4.592
36 Cl 3.166 4.444 6.111
37 Cl 2.500 5.410 3.475
38 Cl 4.741 6.547 4.908
39 Cl 4.888 3.853 3.878
40 C 1.534 -2.257 -2.942
41 Cl 1.201 -1.590 -1.334
42 Cl 2.435 -1.083 -3.893
43 Cl 2.471 -3.739 -2.782
44 Cl -0.005 -2.619 -3.757
45 C 2.160 -1.977 -7.762
46 Cl 0.555 -1.399 -7.278
47 Cl 3.309 -0.645 -7.653
48 Cl 2.663 -3.288 -6.687
49 Cl 2.093 -2.574 -9.420
50 C -1.393 -1.221 9.747
51 Cl -1.399 -2.711 10.691
52 Cl -2.767 -0.216 10.214
53 Cl 0.109 -0.334 10.035
54 Cl -1.497 -1.597 8.023
55 C -4.299 2.461 1.561
56 Cl -5.695 2.097 2.577
57 Cl -4.222 1.291 0.228
58 Cl -4.463 4.083 0.890
59 Cl -2.823 2.340 2.512
60 C 6.421 -0.104 -4.880
61 Cl 5.958 -0.769 -3.313
62 Cl 5.202 1.071 -5.408
63 Cl 7.985 0.700 -4.743
64 Cl 6.527 -1.411 -6.063
65 C 5.893 0.292 0.646
66 Cl 5.606 0.934 2.264
67 Cl 6.733 1.501 -0.329
68 Cl 6.880 -1.168 0.760
69 Cl 4.343 -0.100 -0.113
70 C 0.752 4.080 11.098
71 Cl 1.853 4.387 12.444
72 Cl -0.815 4.819 11.435
73 Cl 1.424 4.773 9.615
74 Cl 0.541 2.334 10.887
75 C -8.020 4.428 -2.057
76 Cl -9.423 4.065 -1.048
77 Cl -7.902 3.232 -3.356
78 Cl -8.192 6.039 -2.753
79 Cl -6.553 4.361 -1.065
80 C 3.447 8.416 0.512
81 Cl 4.452 9.780 0.016
82 Cl 3.809 7.976 2.189
83 Cl 1.741 8.871 0.393
84 Cl 3.746 7.036 -0.544
85 C 5.817 6.257 -4.272
86 Cl 6.839 6.493 -2.847
87 Cl 4.268 7.072 -4.040
88 Cl 6.620 6.926 -5.694
89 Cl 5.534 4.527 -4.511
90 C -0.179 2.370 -3.798
91 Cl -1.465 1.978 -2.642
92 Cl -0.644 3.762 -4.772
93 Cl 1.304 2.729 -2.912
94 Cl 0.068 0.966 -4.840
95 C -6.977 -5.943 -6.005
96 Cl -5.990 -7.058 -6.946
97 Cl -8.240 -5.256 -7.019
98 Cl -7.699 -6.790 -4.637
99 Cl -5.935 -4.631 -5.387
100 C 3.598 -7.670 -2.644
101 Cl 1.989 -7.076 -2.202
102 Cl 4.765 -6.348 -2.510
103 Cl 4.062 -8.978 -1.555
104 Cl 3.566 -8.263 -4.305
105 C 8.202 6.342 0.900
106 Cl 9.261 6.571 2.294
107 Cl 6.651 7.127 1.210
108 Cl 8.964 7.042 -0.538
109 Cl 7.944 4.612 0.627

total charge: +1

=====

[4]
Below is 22 unconnected molecules or ions with the total composition C22H88O22, with properties calculated with ωB97M-V with the def2-TZVPD basis set.

Cartesian coordinates (Å):
1 C -4.491 1.089 4.762
2 O -3.375 1.115 3.882
3 H -5.391 0.766 4.238
4 H -4.235 0.308 5.478
5 H -4.643 2.053 5.249
6 H -2.598 1.269 4.425
7 C 0.263 -2.791 -4.112
8 O 1.393 -3.636 -3.989
9 H 0.223 -2.264 -5.065
10 H -0.710 -3.254 -3.949
11 H 0.470 -2.093 -3.300
12 H 1.062 -4.523 -4.145
13 C 2.871 -4.426 3.572
14 O 4.074 -4.037 4.282
15 H 3.034 -5.428 3.176
16 H 2.074 -4.251 4.294
17 H 2.818 -3.618 2.842
18 H 4.766 -3.730 3.692
19 C 4.058 -0.284 0.910
20 O 3.128 0.646 0.450
21 H 3.668 -1.291 0.763
22 H 4.862 -0.255 0.174
23 H 4.387 -0.100 1.933
24 H 2.454 0.576 1.130
25 C -0.062 -0.467 -0.471
26 O -1.339 0.032 -0.370
27 H 0.186 -0.968 0.465
28 H -0.008 -1.148 -1.321
29 H 0.519 0.449 -0.581
30 H -1.359 0.773 0.240
31 C 4.453 3.350 1.478
32 O 5.241 4.337 2.110
33 H 5.136 2.745 0.881
34 H 4.095 2.654 2.237
35 H 3.605 3.862 1.023
36 H 5.759 4.783 1.435
37 C 4.538 -4.063 -1.320
38 O 5.476 -4.352 -0.318
39 H 5.082 -3.705 -2.193
40 H 4.094 -5.018 -1.603
41 H 3.743 -3.409 -0.960
42 H 6.304 -4.544 -0.764
43 C 2.097 0.788 4.219
44 O 1.609 0.014 3.177
45 H 2.625 1.680 3.882
46 H 1.219 1.270 4.648
47 H 2.624 0.160 4.937
48 H 1.175 -0.714 3.629
49 C 3.044 -0.413 -2.574
50 O 2.631 0.926 -2.192
51 H 4.085 -0.696 -2.416
52 H 2.347 -1.152 -2.180
53 H 2.950 -0.501 -3.656
54 H 2.660 1.030 -1.238
55 C -6.598 1.619 -0.009
56 O -7.671 2.596 0.023
57 H -5.989 1.524 0.890
58 H -6.888 0.613 -0.309
59 H -5.867 2.026 -0.708
60 H -8.402 2.017 0.249
61 C -3.426 -3.505 -1.976
62 O -4.494 -2.749 -2.358
63 H -3.454 -3.728 -0.909
64 H -3.553 -4.338 -2.667
65 H -2.485 -2.983 -2.154
66 H -4.735 -2.117 -1.676
67 C -4.922 3.807 2.671
68 O -4.613 4.531 3.780
69 H -5.076 4.593 1.931
70 H -4.042 3.221 2.405
71 H -5.804 3.177 2.785
72 H -3.855 5.090 3.591
73 C 1.819 -6.273 0.080
74 O 2.571 -7.435 0.473
75 H 1.741 -6.434 -0.995
76 H 0.823 -6.350 0.517
77 H 2.312 -5.342 0.358
78 H 2.411 -8.049 -0.248
79 C 4.553 -3.102 -5.759
80 O 3.837 -2.822 -4.530
81 H 4.275 -3.959 -6.371
82 H 4.369 -2.227 -6.383
83 H 5.559 -3.216 -5.355
84 H 3.048 -3.367 -4.476
85 C -0.522 -2.290 4.063
86 O 0.273 -1.445 4.914
87 H -0.194 -3.330 4.062
88 H -1.586 -2.243 4.295
89 H -0.403 -2.007 3.017
90 H 0.272 -1.817 5.799
91 C -0.600 2.400 1.944
92 O -1.809 1.748 1.602
93 H -0.691 3.476 1.797
94 H -0.152 2.276 2.930
95 H 0.173 1.985 1.296
96 H -2.439 1.660 2.320
97 C 0.303 3.055 -2.581
98 O 0.729 2.377 -3.713
99 H -0.582 3.545 -2.989
100 H 0.240 2.295 -1.803
101 H 1.026 3.780 -2.207
102 H 1.385 1.712 -3.493
103 C 5.581 2.789 -2.062
104 O 5.408 2.774 -3.373
105 H 6.084 3.734 -1.854
106 H 4.687 2.718 -1.443
107 H 6.191 1.968 -1.684
108 H 4.480 2.546 -3.464
109 C -3.444 3.483 -0.945
110 O -3.514 4.871 -1.407
111 H -3.719 3.427 0.108
112 H -4.259 2.893 -1.365
113 H -2.543 2.892 -1.105
114 H -4.414 5.172 -1.258
115 C -4.314 -1.772 1.613
116 O -4.322 -3.145 1.348
117 H -4.877 -1.271 0.826
118 H -4.840 -1.524 2.535
119 H -3.313 -1.341 1.616
120 H -4.297 -3.580 2.204
121 C -2.508 6.194 1.574
122 O -3.168 6.657 2.786
123 H -3.186 5.933 0.762
124 H -1.808 6.931 1.180
125 H -1.899 5.370 1.946
126 H -3.558 7.527 2.678
127 C -2.162 0.184 -5.725
128 O -2.475 0.578 -7.000
129 H -2.409 -0.846 -5.466
130 H -1.079 0.293 -5.666
131 H -2.631 0.880 -5.029
132 H -3.244 0.124 -7.353

=====

no.,strongest force on any atom (Eh/bohr),LUMO energy (eV),total energy (Eh)
1,0.19929,-0.4361,-3030.0530
2,0.04334,0.2936,-2058.5436
3,0.06794,-4.8632,-34423.2793
4,0.08094,-0.0764,-2545.7480